DFT (wB97M-V/def2-TZVPD) results for a 5-piece molecular cluster, C17H32Cl8N3O2SSi overall at a distorted geometry.

Each line ends with the Mulliken charge.
Geometry (Å):
C  3.7053  -4.0983  1.1304  -0.463
C  3.3725  -3.0141  0.2747  -0.061
C  3.0902  -1.8550  -0.8809  -0.230
C  1.5331  -2.0393  -1.3557  -0.146
N  1.2481  -2.7921  -2.6372  0.162
N  -0.1355  -2.7910  -2.7330  -0.511
C  -0.7714  -2.0685  -1.5381  -0.012
C  -2.4232  -1.9651  -1.3829  -0.138
S  -2.9728  -3.7304  -0.9001  0.735
O  -1.7237  -4.6892  -0.8086  -0.540
O  -3.6559  -3.7920  0.4894  -0.538
N  0.3187  -1.5307  -0.6140  0.494
Si  0.1097  -0.5807  0.8961  0.191
C  -0.8549  1.0934  0.5510  -0.751
C  -1.1029  -1.6161  2.0430  -0.902
C  1.7210  -0.2520  1.8950  -0.712
H  4.1165  -5.1491  1.5204  0.355
H  3.7616  -2.1540  -1.8218  0.467
H  3.3880  -0.7745  -0.5459  0.253
H  1.9899  -3.2020  -3.2719  0.282
H  -2.9595  -1.6859  -2.3848  0.454
H  -2.7255  -1.2405  -0.4980  0.058
H  -3.8504  -4.2812  -1.8593  0.228
H  -1.8319  0.8794  -0.0957  0.114
H  -0.1716  1.9261  0.0911  0.293
H  -1.2704  1.4784  1.6010  0.292
H  -0.4909  -1.8510  3.0159  0.370
H  -1.4396  -2.5664  1.4386  0.260
H  -2.0324  -0.9306  2.3366  0.281
H  2.6261  0.1530  1.2737  0.075
H  1.9608  -1.2043  2.5454  0.290
H  1.4575  0.6073  2.6808  0.217
Cl  5.4403  0.0453  -3.0944  -0.182
C  6.5454  0.4628  -1.7615  -0.457
C  7.1634  -0.7693  -1.1197  -0.499
Cl  5.9649  -1.7362  -0.2260  -0.111
H  5.9878  1.0595  -1.0327  0.272
H  7.3307  1.0940  -2.1880  0.370
H  7.9290  -0.4678  -0.3984  0.321
H  7.6352  -1.4172  -1.8653  0.332
Cl  2.7748  2.5399  5.1519  -0.174
C  3.3403  0.8591  5.3189  -0.244
C  4.7909  0.6957  4.8941  -0.491
Cl  5.0080  0.9139  3.1404  -0.145
H  2.6744  0.2174  4.7331  0.085
H  3.2288  0.5916  6.3739  0.343
H  5.1362  -0.3148  5.1330  0.280
H  5.4433  1.4083  5.4087  0.362
Cl  -4.3308  3.4430  -3.0489  -0.164
C  -4.2294  1.9074  -3.9457  -0.434
C  -5.1156  0.8295  -3.3421  -0.554
Cl  -4.5291  0.2884  -1.7505  -0.114
H  -3.1796  1.5980  -3.9710  0.306
H  -4.5463  2.1189  -4.9713  0.335
H  -5.1253  -0.0505  -3.9923  0.302
H  -6.1471  1.1765  -3.2243  0.396
Cl  -8.2437  5.7124  -1.2014  -0.182
C  -6.5867  5.2044  -0.7906  -0.071
C  -6.5255  4.4586  0.5329  -0.360
Cl  -6.8681  5.5200  1.9207  -0.182
H  -5.9513  6.0957  -0.7803  0.356
H  -6.2457  4.5532  -1.6011  -0.112
H  -5.5205  4.0530  0.6845  0.232
H  -7.2355  3.6258  0.5583  0.317

Values from the calculation:
HOMO energy, eV: -12.0345
Lowest unoccupied orbital energy, eV: -4.09
Strongest force on any atom, eV/A: 10.2
Kohn-Sham gap, eV: 7.946
Net charge: +1